The following is a DFT calculation (ωB97M-V with the def2-TZVPD basis set) of a 2-piece molecular cluster, C5H10FN overall in a non-equilibrium geometry.

The geometry in ORCA input format:
```
! wB97M-V def2-TZVPD RIJCOSX def2/J DEFGRID3
* xyz 0 1
C 0.22322 1.15074 -1.03697
C 1.09107 2.36999 -1.19485
C -1.05307 -0.65595 1.37721
C 0.52798 -2.22529 0.45527
C 0.00442 -0.76865 0.33255
N 0.52010 0.19246 -0.30163
F -2.28800 0.60860 -0.60104
H -0.88841 0.96659 -1.35315
H 0.50066 3.16149 -1.18400
H 1.91962 2.44161 -0.41368
H 1.66981 2.30230 -1.99370
H -2.07786 -0.96794 0.85407
H -1.23096 0.47226 1.62652
H -0.88457 -1.32443 2.12383
H -0.34450 -2.87990 0.30798
H 1.15327 -2.38015 -0.40264
H 1.15722 -2.46374 1.40424
*
```

The value obtained for the molecular weight is 103.1 g/mol. The total energy comes out at -350.9929 a.u. The value obtained for the HOMO-LUMO gap (spin up / spin down) is 8.79 / 8.79 eV. For the energy relative to the best compared isomer or geometry (same formula, charge and spin), the calculation gives 3.6145 eV.

The following is a DFT calculation (ωB97M-V with the def2-TZVPD basis set) of C57H55FN5O8P2PbSe2Te as an isolated structure.

The geometry in ORCA input format:
```
! wB97M-V def2-TZVPD RIJCOSX def2/J DEFGRID3
* xyz -1 1
Pb -0.06542 0.42470 2.76992
O -3.75812 -1.37195 7.85989
C -3.00065 -1.02084 6.78403
C -3.25163 -1.53161 5.51595
C -2.43876 -1.12692 4.47938
N -1.44756 -0.26289 4.67044
C -1.20934 0.24309 5.87828
C -1.96621 -0.11642 6.97514
C -0.09832 1.29796 5.97160
O 0.19134 1.69560 7.09786
O 0.38599 1.64943 4.85078
C -2.68411 -1.57557 3.03854
O -3.62677 -2.33606 2.83399
O -1.87938 -1.07440 2.18674
H -4.40904 -2.02097 7.57322
H -4.06210 -2.21919 5.30501
H -1.75084 0.32122 7.93931
C 0.24109 -7.33041 -0.29933
C 1.48465 -6.61314 0.21434
N 1.30670 -5.17340 0.29688
C 0.94777 -4.62309 1.51526
C 0.80083 -3.31322 1.76852
C 0.62865 -2.89214 3.22420
O 0.01381 -3.67049 3.95938
O 1.19829 -1.80239 3.51278
C 1.00557 -2.36084 0.69493
O 0.79645 -1.16470 0.74527
C 1.54068 -2.95158 -0.56230
C 1.99815 -2.08557 -1.54351
C 2.52384 -2.58069 -2.70676
F 3.07592 -1.73018 -3.60880
C 2.50515 -3.94490 -2.97617
C 2.05252 -4.81600 -1.99687
C 1.63842 -4.33888 -0.74644
N 2.87868 -4.48642 -4.24653
C 2.93070 -3.63785 -5.42964
C 2.84394 -4.58274 -6.66143
N 2.39034 -5.91189 -6.13785
C 3.49584 -6.54945 -5.35470
C 3.92430 -5.49457 -4.29972
H 0.40621 -8.40962 -0.32831
H -0.02669 -6.98798 -1.30154
H -0.60384 -7.12790 0.35923
H 2.34825 -6.82983 -0.41644
H 1.72866 -6.96829 1.21412
H 0.77723 -5.33041 2.31849
H 1.94279 -1.01610 -1.36366
H 1.99917 -5.87367 -2.22769
H 3.84491 -3.04401 -5.49143
H 2.08748 -2.95326 -5.41228
H 3.80942 -4.72510 -7.14085
H 2.13059 -4.22866 -7.40066
H 1.99088 -6.52016 -6.84579
H 1.70366 -5.66334 -5.40679
H 4.30360 -6.81020 -6.03378
H 3.09986 -7.45555 -4.90068
H 4.88570 -5.05060 -4.58533
H 4.04817 -5.95822 -3.32705
C 3.97185 -0.43157 4.15885
Se 3.45268 -0.69862 2.30965
C 4.91175 0.35359 1.52212
C 4.90167 1.85834 1.78897
Se 3.14969 2.74024 1.86063
C 2.39909 2.04305 0.20869
H 4.98314 -0.79916 4.32649
H 3.25267 -1.00183 4.74240
H 3.89298 0.62411 4.41365
H 4.82747 0.16231 0.45075
H 5.85547 -0.07792 1.86157
H 5.48884 2.38041 1.03324
H 5.33761 2.08307 2.76250
H 2.99123 2.34943 -0.65123
H 1.39374 2.45691 0.12763
H 2.31249 0.95793 0.26432
Te -2.60586 4.30452 -1.40152
C -1.11306 5.42276 -2.42439
C -1.08236 5.43737 -3.81470
C -0.15432 6.23604 -4.46695
N 0.73488 7.00637 -3.84001
C 0.70150 6.98441 -2.50466
C -0.19201 6.22703 -1.76171
C -1.39810 3.02162 -0.20988
P -1.69714 2.89496 1.53385
C -3.47409 2.74770 2.05191
C -4.55818 3.42761 1.49478
C -5.84433 3.23515 1.97902
C -6.07810 2.36185 3.03428
C -5.01102 1.69325 3.61327
C -3.72557 1.89350 3.12403
C -1.32826 4.57700 2.20040
C -2.08329 5.20274 3.19156
C -1.72559 6.45473 3.67617
C -0.59595 7.09816 3.19319
C 0.18601 6.46932 2.23256
C -0.17769 5.22221 1.74592
P -1.09280 1.35547 -0.78769
C -0.17513 1.58903 -2.37172
C -0.11956 0.56899 -3.32910
C 0.59640 0.72951 -4.50647
C 1.30530 1.90393 -4.74282
C 1.29470 2.90598 -3.78315
C 0.56162 2.74652 -2.61220
C -2.66162 0.61257 -1.42862
C -3.24348 0.86727 -2.67278
C -4.46698 0.30350 -3.01090
C -5.13126 -0.52278 -2.11072
C -4.56613 -0.78096 -0.86974
C -3.33913 -0.21926 -0.53335
H -1.76475 4.81844 -4.38538
H -0.11588 6.25402 -5.55217
H 1.42471 7.62061 -2.00337
H -0.17194 6.26343 -0.67961
H -4.40435 4.13306 0.69082
H -6.67018 3.77529 1.52932
H -7.08527 2.20666 3.40217
H -5.16601 1.00384 4.43486
H -2.89589 1.38197 3.59581
H -2.96062 4.70991 3.59102
H -2.33403 6.92739 4.43829
H -0.32120 8.07667 3.56823
H 1.08393 6.95025 1.86073
H 0.43310 4.73491 0.99389
H -0.66009 -0.35473 -3.14669
H 0.58588 -0.05511 -5.25632
H 1.85471 2.03653 -5.66799
H 1.84127 3.82722 -3.95256
H 0.53862 3.53570 -1.86980
H -2.73837 1.50479 -3.38654
H -4.90698 0.51900 -3.97867
H -6.08617 -0.96091 -2.37907
H -5.07066 -1.41845 -0.15331
H -2.89901 -0.43657 0.43703
*
```

The value obtained for the molecular weight is 1511.8 g/mol. The total energy comes out at -9127.1269 a.u. The value obtained for the HOMO-LUMO gap is 3.51 eV. For the energy relative to the best compared isomer or geometry (same formula, charge and spin), the calculation gives 0.7493 eV.